[1]
A structure of composition C27H32BiCl2N2O4 in a non-equilibrium geometry. Source: the OMol25 dataset; level of theory: the ωB97M-V functional and the def2-TZVPD basis.

Geometry (Å):
Bi (0.15, 0.00, 0.03)
Cl (-0.23, 0.03, 2.51)
N (0.28, 2.14, 0.05)
N (0.22, -2.14, 0.08)
C (-0.24, 2.88, -0.90)
C (-0.29, -2.88, -0.88)
C (1.14, 2.91, 0.91)
C (1.48, 4.03, -0.05)
C (2.37, 2.18, 1.38)
C (0.32, 3.40, 2.09)
H (2.90, 1.77, 0.52)
H (2.13, 1.35, 2.06)
H (3.03, 2.87, 1.89)
H (-0.53, 3.98, 1.73)
H (0.96, 4.04, 2.71)
H (-0.04, 2.55, 2.69)
C (1.05, -2.93, 0.97)
C (1.37, -4.07, 0.03)
C (0.19, -3.37, 2.14)
C (2.28, -2.22, 1.44)
H (2.84, -1.82, 0.59)
H (2.92, -2.94, 1.97)
H (2.05, -1.39, 2.12)
H (-0.68, -3.94, 1.77)
H (-0.17, -2.51, 2.71)
H (0.79, -4.02, 2.78)
O (0.24, -4.08, -0.92)
H (1.40, -5.04, 0.53)
H (2.27, -3.88, -0.56)
O (0.32, 4.06, -0.97)
H (2.36, 3.80, -0.67)
H (1.55, 5.00, 0.43)
C (-1.34, 2.51, -1.81)
C (-1.35, -2.51, -1.83)
C (-1.18, -1.21, -2.59)
H (-2.29, -2.45, -1.24)
H (-1.43, -3.35, -2.52)
C (-0.98, 0.00, -1.97)
C (-1.18, 1.22, -2.58)
H (-1.71, 0.02, 0.14)
C (-1.42, 1.23, -3.96)
C (-1.49, 0.01, -4.63)
C (-1.62, 2.50, -4.71)
C (-1.42, -1.20, -3.97)
H (-1.66, 0.02, -5.70)
C (-1.63, -2.47, -4.73)
H (-1.70, -2.24, -5.80)
H (-2.56, -2.98, -4.44)
H (-0.81, -3.17, -4.60)
H (-2.56, 3.01, -4.43)
H (-1.69, 2.27, -5.78)
H (-0.80, 3.20, -4.57)
H (-1.45, 3.36, -2.49)
H (-2.25, 2.44, -1.18)
Cl (4.91, 1.11, 6.36)
C (4.81, 0.75, 4.70)
C (4.51, -0.54, 4.27)
C (4.36, -0.83, 2.90)
C (4.39, 0.14, 1.88)
C (4.88, 1.39, 2.32)
C (5.04, 1.71, 3.69)
C (3.96, 0.01, 0.25)
O (4.93, 0.07, -0.51)
O (2.76, -0.08, -0.17)
H (4.38, -1.33, 5.02)
H (4.23, -1.89, 2.73)
H (5.07, 2.20, 1.62)
H (5.32, 2.71, 4.02)

The value obtained for the energy above the lowest of the compared OMol25 structures with the same formula, charge and spin is 14.6 kcal/mol. The HOMO-LUMO gap comes out at 5.9 eV. Its charge is -1.

In the Mulliken picture, each atom carries the following charge in e: Bi 1.373; Cl -0.671; N -0.129; N -0.154; C 0.721; C 0.713; C 1.829; C -0.900; C -2.739; C -1.649; H 0.759; H 0.280; H 0.642; H 0.450; H 0.410; H 0.151; C 1.764; C -0.882; C -1.658; C -2.606; H 0.634; H 0.483; H 0.462; H 0.449; H 0.142; H 0.413; O -0.446; H 0.341; H 0.387; O -0.439; H 0.387; H 0.330; C -1.144; C -1.118; C 0.366; H 0.285; H 0.321; C -0.009; C 0.370; H -0.132; C 1.077; C -1.189; C -1.965; C 1.092; H 0.169; C -1.971; H 0.360; H 0.349; H 0.372; H 0.349; H 0.357; H 0.367; H 0.342; H 0.271; Cl -0.262; C 0.194; C -0.532; C -0.122; C 0.474; C -0.470; C -0.439; C 0.165; O -0.760; O -0.720; H 0.381; H 0.413; H 0.533; H 0.376


[2]
A cluster of 3 separate species, C27H32F13N4O7P in total in a non-equilibrium geometry. Source: the OMol25 dataset; level of theory: the ωB97M-V functional and the def2-TZVPD basis.

Geometry (Å):
C (-0.34, -4.70, -4.22)
C (-0.95, -4.54, -2.71)
O (-0.57, -5.60, -1.77)
P (-1.19, -5.32, -0.16)
O (-2.16, -6.56, 0.18)
C (0.32, -5.53, 1.05)
C (0.87, -4.08, 1.59)
C (2.54, -4.05, 1.50)
C (2.91, -3.09, 0.21)
C (2.56, -3.44, -1.36)
C (2.90, -2.42, -2.64)
C (3.64, -1.00, -2.30)
C (4.04, -0.68, -0.70)
C (3.70, -1.68, 0.55)
C (4.79, 0.79, -0.44)
O (5.76, 0.97, 0.48)
C (4.24, 2.02, -1.43)
C (4.02, 3.57, -0.91)
C (2.93, 3.66, 0.32)
C (1.54, 2.77, 0.04)
F (1.15, 2.75, -1.40)
F (1.86, 1.40, 0.59)
C (0.34, 3.54, 0.85)
F (0.17, 4.98, 0.42)
F (0.75, 3.60, 2.28)
C (-1.12, 2.81, 0.80)
F (-1.74, 3.03, 2.15)
F (-1.08, 1.34, 0.61)
C (-2.18, 3.42, -0.29)
F (-2.76, 4.68, 0.29)
F (-1.59, 3.78, -1.60)
C (-3.46, 2.41, -0.60)
F (-3.09, 1.29, -1.54)
F (-4.00, 1.85, 0.69)
C (-4.73, 3.18, -1.32)
F (-5.55, 3.95, -0.33)
F (-4.37, 3.95, -2.53)
F (-5.64, 2.07, -1.79)
C (3.87, 1.73, -2.87)
C (4.03, 0.17, -3.43)
O (4.45, -0.11, -4.67)
O (-1.97, -3.77, 0.05)
C (-3.37, -3.79, -0.44)
C (-4.49, -3.44, 0.72)
H (0.31, -5.66, -4.40)
H (0.24, -3.70, -4.47)
H (-1.25, -4.73, -4.99)
H (-2.14, -4.57, -2.82)
H (-0.61, -3.50, -2.27)
H (1.18, -6.04, 0.42)
H (-0.04, -6.22, 1.93)
H (0.44, -3.19, 0.92)
H (0.48, -3.85, 2.69)
H (2.87, -3.47, 2.49)
H (3.01, -5.12, 1.43)
H (2.00, -4.47, -1.60)
H (2.62, -2.67, -3.76)
H (4.00, -1.32, 1.63)
H (3.74, 4.33, -1.75)
H (5.07, 3.92, -0.46)
H (2.71, 4.76, 0.66)
H (3.45, 3.13, 1.26)
H (3.48, 2.57, -3.60)
H (-3.45, -2.92, -1.24)
H (-3.63, -4.79, -1.05)
H (-4.34, -2.37, 1.20)
H (-5.54, -3.42, 0.17)
H (-4.58, -4.28, 1.55)
C (-8.64, 6.15, 1.10)
O (-9.59, 6.41, 1.83)
N (-8.41, 4.92, 0.61)
N (-7.75, 7.09, 0.71)
H (-7.63, 4.69, 0.01)
H (-9.05, 4.19, 0.88)
H (-7.89, 8.03, 1.05)
H (-6.97, 6.90, 0.11)
C (5.72, 0.15, 4.28)
O (4.79, -0.47, 3.78)
N (6.66, -0.44, 5.03)
N (5.88, 1.47, 4.11)
H (7.44, 0.05, 5.44)
H (6.58, -1.43, 5.18)
H (5.19, 1.96, 3.54)
H (6.64, 2.00, 4.50)

The SMILES is CCOP(=O)(CCCc1ccc2c(c1)C(=O)C(CCC(F)(F)C(F)(F)C(F)(F)C(F)(F)C(F)(F)C(F)(F)F)=CC2=O)OCC.NC(N)=O.NC(N)=O. The HOMO-LUMO gap comes out at 7.3 eV. Its charge is 0.

In the Mulliken picture, each atom carries the following charge in e: C -0.952; C 0.152; O -0.420; P 0.772; O -0.743; C -0.685; C -0.451; C -0.535; C 0.449; C -0.212; C -0.703; C 0.240; C 0.254; C -0.521; C 0.239; O -0.570; C 0.649; C -0.771; C -0.609; C 0.968; F -0.303; F -0.227; C 0.320; F -0.286; F -0.307; C 0.549; F -0.298; F -0.227; C 0.563; F -0.294; F -0.275; C 0.594; F -0.254; F -0.271; C 0.563; F -0.242; F -0.206; F -0.252; C -0.559; C 0.140; O -0.552; O -0.228; C -0.268; C -1.017; H 0.248; H 0.163; H 0.324; H 0.168; H 0.249; H 0.333; H 0.379; H 0.244; H 0.380; H 0.234; H 0.368; H 0.275; H 0.324; H 0.252; H 0.334; H 0.310; H 0.407; H 0.072; H 0.287; H 0.264; H 0.344; H 0.229; H 0.322; H 0.278; C 0.612; O -0.661; N -0.319; N -0.345; H 0.178; H 0.186; H 0.212; H 0.160; C 0.704; O -0.679; N -0.421; N -0.369; H 0.150; H 0.227; H 0.201; H 0.163


[3]
A cluster of 2 separate species, C27H32N2O5 in total in a non-equilibrium geometry. Source: the OMol25 dataset; level of theory: the ωB97M-V functional and the def2-TZVPD basis.

Geometry (Å):
O (-6.42, 1.35, 0.86)
O (-4.20, 2.80, -2.50)
O (2.94, 3.78, -1.66)
O (0.83, -4.28, 2.75)
O (-0.46, -2.46, 1.04)
C (-5.46, 2.06, 0.61)
C (-3.32, 3.08, -1.68)
C (0.27, -7.40, 0.00)
C (0.93, -6.25, -0.42)
C (-0.19, -7.50, 1.32)
C (1.14, -5.20, 0.47)
C (0.02, -6.44, 2.21)
C (1.17, 3.33, -0.11)
C (1.13, 2.37, -2.35)
C (2.71, -2.83, 2.84)
C (3.37, -1.66, 2.43)
C (1.46, -1.04, 1.10)
C (-0.04, 2.68, 0.19)
C (-0.09, 1.73, -2.06)
C (0.68, -5.28, 1.80)
C (1.76, 3.17, -1.38)
C (1.43, -3.11, 2.36)
C (0.80, -2.20, 1.50)
C (2.76, -0.76, 1.56)
C (-0.67, 1.88, -0.79)
N (-2.48, 4.10, -1.87)
N (-4.39, 1.55, 0.01)
C (-5.48, 3.52, 1.02)
C (-2.49, 4.97, -3.04)
C (3.74, -0.17, -1.35)
C (3.49, 0.48, 1.10)
C (4.46, 0.17, -0.04)
C (-2.01, 1.25, -0.48)
C (-3.16, 2.26, -0.38)
H (3.25, 4.33, -0.95)
H (-0.72, -3.33, 1.38)
H (0.11, -8.22, -0.69)
H (1.29, -6.17, -1.45)
H (-0.70, -8.40, 1.65)
H (1.68, -4.33, 0.11)
H (-0.33, -6.52, 3.23)
H (1.66, 3.94, 0.65)
H (1.59, 2.25, -3.32)
H (3.20, -3.53, 3.51)
H (4.38, -1.46, 2.80)
H (0.96, -0.35, 0.42)
H (-0.49, 2.79, 1.17)
H (-0.57, 1.12, -2.81)
H (-1.73, 4.22, -1.20)
H (-4.48, 0.59, -0.27)
H (-6.45, 3.75, 1.45)
H (-5.31, 4.15, 0.15)
H (-4.71, 3.70, 1.77)
H (-1.84, 5.84, -2.87)
H (-3.50, 5.32, -3.24)
H (-2.13, 4.42, -3.91)
H (3.09, 0.65, -1.65)
H (3.14, -1.08, -1.24)
H (4.47, -0.33, -2.15)
H (2.77, 1.24, 0.78)
H (4.04, 0.89, 1.95)
H (5.10, 1.05, -0.21)
H (5.12, -0.66, 0.24)
H (-1.93, 0.71, 0.46)
H (-2.25, 0.52, -1.26)
H (-2.90, 2.96, 0.42)

The SMILES is CNC(=O)[C@H](Cc1ccc(O)cc1)NC(C)=O.CCCc1ccc(Oc2ccccc2)c(O)c1. The value obtained for the energy above the lowest of the compared OMol25 structures with the same formula, charge and spin is 0.0 kcal/mol. The HOMO-LUMO gap comes out at 8.9 eV. Its charge is 0.

In the Mulliken picture, each atom carries the following charge in e: O -0.681; O -0.683; O -0.593; O -0.532; O -0.618; C 0.685; C 0.186; C -0.396; C -0.765; C -0.495; C 0.250; C -0.517; C -0.853; C -1.128; C -0.637; C -0.712; C -0.255; C -0.224; C -0.153; C 0.135; C 0.954; C 0.508; C 0.208; C 0.067; C 0.380; N 0.010; N -0.011; C -0.945; C -1.004; C -0.583; C -0.265; C -0.554; C -1.990; C 0.126; H 0.316; H 0.423; H 0.365; H 0.375; H 0.367; H 0.444; H 0.388; H 0.407; H 0.490; H 0.465; H 0.425; H 0.646; H 0.374; H 0.522; H 0.252; H 0.228; H 0.329; H 0.257; H 0.261; H 0.373; H 0.294; H 0.312; H -0.084; H 0.168; H 0.396; H -0.467; H 0.509; H 0.386; H 0.373; H 0.513; H 0.570; H 0.411


- HOMO-LUMO gap of number 1 (C27H32BiCl2N2O4)?
  5.9 eV